Entry 1:
Entry from the OMol25 dataset: a molecular structure, C20H29N4OSSi2V (ωB97M-V/def2-TZVPD).

* HOMO-LUMO gap (alpha / beta): 7.469 / 7.910 eV
* total charge: +1
* multiplicity: 2
* E_LUMO (alpha / beta): -4.10 / -3.76 eV
* <S²>: 0.772

Each line ends with the Löwdin spin population.
Positions of all 58 atoms, in Å:
V 0.29852 -0.43502 -1.47285  1.084
N 3.99210 1.37764 -2.63610  -0.004
C 2.69523 1.07981 -2.44769  -0.002
S 2.23341 -0.61121 -2.72245  -0.021
N 1.89044 2.02391 -2.06716  -0.004
N 0.59132 1.51878 -1.88967  -0.017
C -0.32799 2.39726 -2.06678  0.032
C -1.75199 2.11438 -2.12511  -0.001
C -2.65595 3.15618 -2.32916  0.006
C -4.00194 2.88069 -2.48457  -0.003
C -4.44921 1.56283 -2.45722  0.006
C -3.56765 0.50843 -2.26056  -0.003
C -2.24029 0.81528 -2.08733  0.003
O -1.30897 -0.18512 -1.85982  -0.033
H 4.60987 0.71174 -3.06328  0.000
H 4.28760 2.33519 -2.54270  0.000
H 0.00973 3.41289 -2.25779  0.001
H -2.29274 4.17572 -2.36938  0.000
H -4.70429 3.68742 -2.63874  0.000
H -5.50078 1.35013 -2.59610  0.000
H -3.89888 -0.52003 -2.23680  0.000
C -2.56742 -1.21362 0.83899  0.000
Si -1.21659 -0.08558 1.48993  -0.005
C -1.54553 1.72337 1.19244  0.000
C -1.26775 -0.34342 3.33029  -0.002
C 0.42671 -0.56506 0.63943  -0.041
C 0.49751 -2.04560 0.44291  0.008
C 0.48091 -3.09156 1.36833  0.002
C 0.53234 -4.38725 0.90234  0.001
C 0.59656 -4.65122 -0.47085  -0.001
C 0.60701 -3.59448 -1.33860  0.001
N 0.55691 -2.32903 -0.87510  0.001
Si 2.02704 0.09528 1.46268  -0.005
C 2.12086 -0.35589 3.26509  -0.003
C 3.51840 -0.73072 0.71893  0.000
C 2.07966 1.94225 1.34981  0.000
H -3.47380 -0.64626 0.61170  0.000
H -2.82801 -1.93898 1.61366  0.000
H -2.29862 -1.77670 -0.05442  0.000
H -2.59939 1.90479 0.96561  0.000
H -0.94432 2.13563 0.38303  0.000
H -1.30111 2.28916 2.09511  0.000
H -2.30970 -0.18875 3.63252  0.000
H -0.66282 0.37032 3.88622  0.000
H -0.99005 -1.35393 3.63957  0.000
H 0.42945 -2.87304 2.42546  0.000
H 0.52261 -5.21073 1.60538  0.000
H 0.63790 -5.66226 -0.84824  0.000
H 0.66279 -3.72183 -2.41116  0.000
H 2.01998 -1.42974 3.44010  0.000
H 1.40093 0.16737 3.88924  0.000
H 3.11971 -0.06913 3.61058  0.000
H 3.66812 -1.70421 1.19529  0.000
H 4.40591 -0.12727 0.92919  0.000
H 3.46948 -0.88857 -0.35604  0.000
H 1.37383 2.38601 2.05769  0.000
H 1.86219 2.33104 0.35489  0.000
H 3.08079 2.28265 1.62924  0.000

Entry 2:
Entry from the OMol25 dataset: 2 unconnected molecules or ions with the total composition C5H15NO (ωB97M-V/def2-TZVPD).

* HOMO-LUMO gap: 9.615 eV
* SMILES string: CCCN(C)C.O
* multiplicity: 1
* E_LUMO: 0.74 eV

Each line ends with the natural charge from an NBO analysis.
Positions of all 22 atoms, in Å:
C 1.09927 2.92920 1.35447  -0.607
C 0.48131 1.52211 1.62092  -0.398
C 0.21771 0.74880 0.35676  -0.226
N -0.38098 -0.50937 0.69419  -0.428
C -1.05331 -0.95842 -0.54141  -0.419
C 0.65457 -1.44354 1.05702  -0.421
H 0.41695 3.48669 0.69095  0.197
H 2.09952 2.90482 0.89023  0.202
H 1.17065 3.46489 2.31600  0.210
H 1.22770 0.92506 2.17938  0.190
H -0.37714 1.70415 2.29572  0.212
H -0.40450 1.37430 -0.31185  0.191
H 1.14606 0.49294 -0.18928  0.162
H -1.73344 -0.18834 -0.94266  0.202
H -1.65189 -1.83548 -0.24296  0.202
H -0.35665 -1.26332 -1.34035  0.161
H 1.42922 -1.53214 0.27684  0.160
H 0.17467 -2.42777 1.18969  0.204
H 1.14104 -1.15867 2.00508  0.204
O -1.94956 -3.10227 -4.46458  -0.939
H -2.34017 -2.21994 -4.65741  0.470
H -1.01106 -2.91362 -4.23678  0.470

Entry 3:
Entry from the OMol25 dataset: a molecular structure, C29H25N3O10PbS (ωB97M-V/def2-TZVPD).

* HOMO-LUMO gap: 7.738 eV
* multiplicity: 1
* E_LUMO: -0.76 eV

Each line ends with the natural charge from an NBO analysis.
Positions of all 69 atoms, in Å:
Pb 0.88728 -0.49663 -0.27212  1.619
O 1.11233 2.46013 0.47740  -0.260
C 0.98773 2.99865 -0.77166  0.282
C 1.95283 2.94814 -1.76250  -0.253
C 1.59371 3.53700 -2.95931  -0.148
C 0.33846 4.13942 -3.14976  -0.204
C -0.60476 4.16436 -2.14850  -0.166
C -0.26227 3.57253 -0.93148  -0.091
C -0.92410 3.32800 0.30422  0.109
N -0.11622 2.68409 1.09195  0.184
N -0.22480 2.42117 2.40223  -0.451
C 0.13602 1.18763 2.76808  0.634
O 0.48697 0.22251 2.05485  -0.773
C 0.10584 0.98472 4.25102  -0.067
C -0.53329 1.87702 5.10454  -0.194
C -0.55433 1.63411 6.46826  -0.217
C 0.07642 0.51109 6.98714  -0.196
C 0.72296 -0.37596 6.13792  -0.205
C 0.73156 -0.14331 4.77160  -0.200
H 2.91381 2.48152 -1.60276  0.249
H 2.30120 3.53031 -3.77695  0.227
H 0.10747 4.57320 -4.11225  0.226
H -1.58140 4.60037 -2.30239  0.228
H -1.91404 3.56691 0.65100  0.255
H -1.01170 2.75501 4.69298  0.232
H -1.06064 2.32503 7.12961  0.215
H 0.06210 0.32706 8.05341  0.215
H 1.21666 -1.25091 6.53890  0.215
H 1.21834 -0.83136 4.09552  0.232
O 3.22451 0.27401 0.43696  -0.655
C 4.24596 -0.38794 0.60904  0.454
C 4.51663 -1.73369 0.17271  -0.327
C 5.82918 -2.18290 0.37921  -0.107
C 6.21693 -3.41447 -0.06597  -0.010
C 5.31622 -4.25516 -0.74132  -0.145
C 4.03194 -3.84650 -0.94220  -0.295
C 3.55975 -2.57980 -0.47855  0.471
O 2.33026 -2.27942 -0.65025  -0.817
N 7.58810 -3.85873 0.15676  0.526
O 8.33750 -3.11514 0.76178  -0.397
O 7.90312 -4.95091 -0.27572  -0.391
H 5.08590 0.09254 1.14062  0.130
H 6.54690 -1.55161 0.88693  0.242
H 5.66076 -5.21782 -1.09045  0.246
H 3.31637 -4.47623 -1.45176  0.230
C -1.90834 -1.66887 1.26558  -0.265
O -0.85165 -2.19229 0.45009  -0.782
H -2.73766 -2.37676 1.29973  0.177
H -2.25333 -0.70507 0.88719  0.197
H -1.50271 -1.54137 2.26557  0.199
H -1.15493 -2.18976 -0.47858  0.516
C -7.38737 -0.66717 -3.73933  -0.630
C -5.93810 -0.47419 -3.38601  0.002
C -5.20011 0.57544 -3.91891  -0.220
C -3.85824 0.73925 -3.60596  -0.166
C -3.24496 -0.15142 -2.74047  -0.372
C -3.96425 -1.20978 -2.20121  -0.113
C -5.30053 -1.36322 -2.52267  -0.235
S -1.54491 0.08473 -2.31495  2.403
O -0.94141 0.85957 -3.37135  -0.974
O -0.97043 -1.26927 -2.15543  -1.056
O -1.53017 0.76175 -1.00355  -1.060
H -7.75334 0.14541 -4.36489  0.216
H -8.00737 -0.71253 -2.84314  0.221
H -7.53110 -1.60197 -4.28336  0.224
H -5.67911 1.27112 -4.59698  0.211
H -3.27764 1.54326 -4.03649  0.237
H -3.47672 -1.91394 -1.54066  0.210
H -5.85980 -2.19100 -2.10295  0.212

Entry 4:
Entry from the OMol25 dataset: a molecular structure, C17H34ClEuINOP2 (ωB97M-V/def2-TZVPD).

* HOMO-LUMO gap (alpha / beta): 5.614 / 5.612 eV
* total charge: +2
* multiplicity: 7
* E_LUMO (alpha / beta): -7.40 / -8.38 eV
* <S²>: 12.032

Each line ends with the Löwdin spin population.
Positions of all 58 atoms, in Å:
C -3.46644 -0.32212 -0.71382  0.106
C -2.21755 -0.65982 -1.41805  0.523
H -4.08777 -1.24371 -0.69861  0.009
H -4.02525 0.49971 -1.17696  0.003
H -3.15264 -0.13502 0.32149  0.004
O -1.49383 -1.59594 -1.15014  0.297
I 2.68059 1.90700 -1.60025  0.050
Eu 1.85278 -0.10280 1.13057  4.091
P -0.02654 -0.06285 3.24023  -0.019
C 1.02734 -1.04540 4.37728  -0.002
C 0.52769 1.66426 3.65689  0.000
H 0.28938 1.86156 4.71339  0.000
H -1.74906 0.05784 4.93139  -0.001
H -0.01858 2.37177 3.00906  0.001
H -2.31772 0.58099 3.29697  0.000
H 2.09840 -0.80851 4.22719  0.000
H 1.61922 1.78708 3.50124  0.000
C -1.71985 -0.15324 3.85638  -0.004
H 0.75400 -0.82273 5.41377  -0.001
H -2.09423 -1.16456 3.63658  0.000
H 0.87753 -2.11542 4.15589  0.000
P -0.12764 0.15394 -2.79368  0.562
C 0.92504 -1.03320 -3.75139  0.090
C -1.71724 -0.13555 -3.68776  0.111
H -0.28032 2.49156 -3.26712  0.001
H -0.10077 1.58703 -4.82132  0.013
H 1.35068 1.87448 -3.73800  0.002
C 0.25930 1.68927 -3.78147  0.076
H -2.43998 0.60281 -3.30729  0.012
H -1.51895 0.04659 -4.74989  0.024
H 0.53465 -1.11436 -4.78408  0.016
H 0.89416 -2.03717 -3.28243  0.001
H -2.05330 -1.17854 -3.55938  0.003
H 1.97503 -0.67339 -3.78261  0.001
Cl -0.66841 0.89863 0.45831  0.057
C 5.50380 -0.93980 -0.20162  0.000
N 4.65640 -0.86960 -1.43015  0.000
C 5.41405 -0.23888 -2.54824  0.000
C 4.06826 -2.21803 -1.84274  0.000
C 3.30603 -2.93111 -0.76210  -0.003
C 3.81852 -4.15928 -0.27200  -0.002
C 3.15025 -4.78931 0.78009  0.000
C 1.97091 -4.25623 1.30215  -0.001
C 1.47765 -3.05481 0.78093  -0.003
C 2.19969 -2.35849 -0.16490  -0.021
H 6.36892 -1.55521 -0.46949  0.000
H 4.91482 -1.40392 0.59370  0.000
H 5.79450 0.08601 0.04498  0.000
H 3.85659 -0.22114 -1.29291  0.001
H 6.32484 -0.81497 -2.71216  0.000
H 4.80610 -0.23216 -3.46062  0.000
H 5.66291 0.78772 -2.25641  0.001
H 3.40354 -2.00503 -2.70647  0.000
H 4.91003 -2.81910 -2.21138  0.000
H 4.72737 -4.62642 -0.66098  0.000
H 3.53213 -5.72240 1.15260  0.000
H 1.50041 -4.74837 2.15161  0.000
H 0.50248 -2.71434 1.13792  0.000

Molecular weight values (in g/mol) by entry order: 480.7; 105.2; 814.8; 644.7.